ORCA calculation (ωB97M-V/def2-TZVPD) on LiN3O9 as an isolated structure.

Computed properties:
E_HOMO: -1.60 eV
ΔE to the lowest compared entry with this formula, charge and spin: 260.1 kJ/mol
Net charge: -2
Lowest unoccupied orbital energy: 4.8 eV
Gap between HOMO and LUMO: 6.392 eV
Strongest force on any atom: 7.1 eV Å⁻¹

Geometry (Å):
1 Li 1.269 0.200 -0.097
2 N 1.417 -1.638 3.226
3 O 0.730 -0.790 2.618
4 O 2.184 -2.343 2.662
5 O 1.529 -1.589 4.404
6 N -2.085 -0.071 -0.355
7 O -2.343 0.035 -1.509
8 O -0.902 -0.052 0.075
9 O -2.823 0.002 0.557
10 N 0.315 1.554 -2.883
11 O 0.739 0.982 -1.937
12 O 0.009 2.714 -2.846
13 O -0.040 0.996 -3.914